Computed, not measured: 13 unconnected molecules or ions with the total composition C40H110N8O17, with the ωB97M-V functional and the def2-TZVPD basis.

Summary:
LUMO energy: -0.077 eV
HOMO level: -7.74 eV
HOMO-LUMO gap: 7.7 eV
Strongest force on any atom: 3.78 eV/A

Each line ends with the Löwdin charge.
Element x y z (Å)
C (1.982, 2.636, 1.879)  -0.6458
O (1.693, 1.535, 1.418)  0.0163
N (2.643, 2.773, 3.054)  0.1671
N (1.658, 3.844, 1.322)  0.1635
H (2.914, 1.926, 3.524)  0.1053
H (2.784, 3.704, 3.391)  0.0954
H (1.353, 3.776, 0.353)  0.0693
H (2.135, 4.642, 1.690)  0.0791
C (4.017, 0.107, -2.082)  -0.6922
O (5.167, 0.171, -2.544)  -0.0044
N (3.472, -0.942, -1.485)  0.1778
N (3.298, 1.257, -1.926)  0.1536
H (2.468, -1.012, -1.355)  0.0650
H (4.029, -1.764, -1.673)  0.1092
H (2.445, 1.184, -1.395)  0.0629
H (3.736, 2.158, -1.936)  0.0893
C (-0.320, -2.146, 4.063)  -0.0651
C (-0.139, -0.785, 4.683)  -0.3094
O (1.141, -0.753, 5.380)  -0.0875
H (-0.529, -2.795, 4.918)  0.0828
H (0.563, -2.583, 3.597)  0.0721
H (-1.134, -2.173, 3.342)  0.0426
H (-0.955, -0.337, 5.258)  0.1095
H (-0.130, -0.002, 3.909)  0.0917
H (1.167, 0.172, 5.649)  0.0708
C (-4.496, -1.172, 1.262)  -0.0825
C (-3.473, -2.043, 1.933)  -0.3083
O (-2.851, -2.873, 0.952)  -0.0986
H (-4.957, -0.468, 1.959)  0.0760
H (-5.417, -1.657, 0.922)  0.0782
H (-4.114, -0.722, 0.347)  0.0564
H (-3.899, -2.586, 2.779)  0.1200
H (-2.668, -1.410, 2.320)  0.0789
H (-2.501, -3.664, 1.374)  0.0910
C (-4.662, 3.410, -3.390)  -0.0898
C (-3.622, 2.384, -3.807)  -0.2930
O (-3.018, 1.891, -2.609)  -0.0999
H (-5.379, 3.041, -2.657)  0.0762
H (-5.166, 3.819, -4.272)  0.0730
H (-4.253, 4.314, -2.930)  0.0636
H (-2.822, 2.994, -4.248)  0.0970
H (-3.911, 1.641, -4.547)  0.1092
H (-2.413, 2.599, -2.344)  0.0299
C (2.245, -2.952, -4.163)  -0.0676
C (0.921, -3.469, -3.598)  -0.3340
O (-0.115, -3.215, -4.496)  -0.0776
H (3.010, -2.812, -3.404)  0.0500
H (2.119, -2.201, -4.942)  0.0784
H (2.691, -3.731, -4.796)  0.0704
H (0.710, -2.869, -2.700)  0.0870
H (0.972, -4.506, -3.261)  0.1063
H (-0.376, -2.308, -4.300)  0.0408
C (-0.419, 0.803, -5.550)  -0.0629
C (-0.100, 0.698, -4.066)  -0.2939
O (-0.792, -0.440, -3.561)  -0.0873
H (0.197, 1.627, -5.913)  0.0789
H (-1.505, 0.916, -5.611)  0.0665
H (-0.250, -0.059, -6.196)  0.0771
H (-0.223, 1.662, -3.565)  0.0804
H (0.976, 0.523, -3.941)  0.1091
H (-0.559, -0.502, -2.623)  0.0398
C (5.076, -1.208, 2.907)  -0.0835
C (3.683, -1.443, 2.317)  -0.2973
O (3.656, -2.779, 1.812)  -0.0986
H (5.380, -1.967, 3.632)  0.0653
H (5.212, -0.284, 3.475)  0.0635
H (5.827, -1.223, 2.116)  0.0751
H (3.226, -0.686, 1.682)  0.0921
H (3.011, -1.424, 3.186)  0.0916
H (3.758, -3.343, 2.583)  0.0671
C (-1.293, 0.329, -0.261)  -0.0474
C (-0.548, -0.979, -0.354)  -0.2618
O (0.849, -0.606, -0.460)  -0.1173
H (-1.300, 0.731, -1.278)  0.0528
H (-0.823, 1.054, 0.402)  0.0675
H (-2.353, 0.228, -0.029)  0.0657
H (-0.821, -1.677, -1.147)  0.1030
H (-0.671, -1.585, 0.548)  0.0906
H (0.999, 0.053, 0.228)  0.0303
C (-2.444, 2.499, 3.332)  -0.1117
O (-2.560, 3.872, 3.114)  -0.1823
C (-1.331, 4.576, 3.208)  -0.2280
C (-1.558, 6.045, 3.469)  -0.1820
N (-2.541, 6.561, 2.494)  -0.0713
C (-3.013, 7.913, 2.760)  -0.2097
C (-4.078, 8.103, 3.820)  -0.1915
O (-3.414, 8.296, 5.107)  -0.2154
C (-4.352, 8.531, 6.135)  -0.1290
H (-3.373, 2.031, 3.656)  0.0909
H (-1.728, 2.360, 4.154)  0.0776
H (-2.040, 1.902, 2.506)  0.0757
H (-0.668, 4.375, 2.362)  0.0866
H (-0.720, 4.182, 4.032)  0.1155
H (-0.607, 6.570, 3.339)  0.1172
H (-1.969, 6.379, 4.427)  0.1106
H (-3.249, 5.859, 2.332)  0.0991
H (-3.491, 8.051, 1.783)  0.1151
H (-2.246, 8.675, 2.887)  0.1256
H (-4.744, 7.237, 3.844)  0.1250
H (-4.638, 9.029, 3.671)  0.1162
H (-5.064, 9.317, 5.861)  0.0821
H (-4.010, 8.834, 7.125)  0.0833
H (-4.857, 7.570, 6.279)  0.0870
C (4.633, 8.166, -0.586)  -0.0865
O (3.953, 6.995, -1.061)  -0.1830
C (2.712, 6.789, -0.438)  -0.2359
C (1.715, 6.077, -1.366)  -0.1872
N (1.903, 4.624, -1.316)  -0.0759
C (1.172, 4.058, -2.432)  -0.1978
C (-0.367, 4.230, -2.604)  -0.1975
O (-0.995, 3.555, -1.549)  -0.2198
C (-1.510, 4.309, -0.490)  -0.0781
H (5.593, 8.194, -1.098)  0.0881
H (4.834, 8.066, 0.482)  0.0873
H (4.086, 9.080, -0.822)  0.0880
H (2.276, 7.765, -0.199)  0.1194
H (2.767, 6.249, 0.512)  0.1019
H (1.760, 6.596, -2.330)  0.1301
H (0.691, 6.224, -1.013)  0.1047
H (2.886, 4.388, -1.270)  0.1192
H (1.268, 2.978, -2.277)  0.0920
H (1.649, 4.313, -3.387)  0.1273
H (-0.624, 3.750, -3.550)  0.1078
H (-0.567, 5.296, -2.746)  0.1256
H (-1.788, 3.611, 0.302)  0.0887
H (-2.336, 4.931, -0.840)  0.1014
H (-0.731, 4.894, 0.011)  0.0684
C (0.860, -4.626, -0.112)  -0.1248
O (0.304, -5.818, 0.383)  -0.1805
C (1.067, -6.354, 1.488)  -0.1963
C (2.551, -6.506, 1.259)  -0.2194
N (3.091, -7.300, 2.420)  -0.0422
C (4.379, -7.915, 2.012)  -0.2004
C (5.536, -6.931, 2.007)  -0.2419
O (5.890, -6.655, 3.352)  -0.1972
C (6.874, -5.592, 3.425)  -0.0818
H (1.928, -4.592, -0.347)  0.0859
H (0.672, -3.727, 0.486)  0.0836
H (0.344, -4.510, -1.067)  0.0624
H (0.649, -7.348, 1.631)  0.1221
H (0.958, -5.714, 2.368)  0.1194
H (3.084, -5.550, 1.328)  0.0864
H (2.849, -6.776, 0.244)  0.1279
H (3.430, -6.646, 3.119)  0.0919
H (4.287, -8.380, 1.030)  0.1133
H (4.535, -8.719, 2.735)  0.1167
H (5.348, -5.965, 1.527)  0.1154
H (6.376, -7.390, 1.471)  0.1223
H (7.769, -5.912, 2.890)  0.0856
H (7.083, -5.409, 4.476)  0.0850
H (6.545, -4.642, 2.996)  0.0739
C (-4.207, -1.882, -4.693)  -0.0897
O (-4.128, -3.075, -3.932)  -0.1859
C (-3.431, -2.838, -2.746)  -0.2285
C (-3.727, -4.024, -1.783)  -0.1737
N (-3.770, -5.303, -2.493)  -0.0476
C (-2.561, -5.594, -3.216)  -0.2321
C (-2.573, -7.016, -3.785)  -0.1880
O (-2.601, -7.975, -2.699)  -0.2006
C (-1.257, -8.233, -2.299)  -0.1249
H (-4.873, -1.165, -4.202)  0.0863
H (-4.455, -2.204, -5.702)  0.0929
H (-3.218, -1.406, -4.691)  0.0723
H (-3.701, -1.896, -2.258)  0.1195
H (-2.359, -2.848, -2.984)  0.0987
H (-4.763, -3.944, -1.435)  0.1151
H (-3.146, -4.099, -0.865)  0.0869
H (-4.080, -6.038, -1.874)  0.1112
H (-1.563, -5.472, -2.770)  0.1013
H (-2.472, -4.971, -4.111)  0.1144
H (-1.800, -7.304, -4.496)  0.1196
H (-3.587, -7.203, -4.150)  0.1227
H (-0.836, -7.286, -1.954)  0.0647
H (-0.570, -8.753, -2.972)  0.0843
H (-1.230, -8.843, -1.393)  0.0822